No. 1
A cluster of 2 separate species, C8H20O4 in total. Source: the Open Molecules 2025 dataset; level of theory: ωB97M-V/def2-TZVPD.

Gap between HOMO and LUMO (hartree): 0.4036
Energy above the lowest of the compared OMol25 structures with the same formula, charge and spin (kcal/mol): 36.66
SMILES: CCOCOC.CCOCOC
E_LUMO (Eh): 0.0327
DFT total energy (eV): -16807.9312

Atoms and positions in Å:
O  1.68  -6.04  -0.94
O  0.80  -7.03  -2.95
C  2.48  -5.21  -1.76
C  0.56  -6.61  -1.62
C  1.60  -8.53  -4.61
C  1.49  -8.23  -3.12
H  3.06  -5.88  -2.41
H  3.18  -4.70  -1.07
H  1.98  -4.46  -2.38
H  0.11  -7.48  -1.09
H  -0.21  -5.81  -1.66
H  2.02  -7.64  -5.12
H  0.55  -8.65  -4.94
H  2.18  -9.41  -4.93
H  2.51  -8.18  -2.68
H  0.93  -9.02  -2.58
O  -2.28  -0.79  -4.59
O  -1.80  -2.69  -5.98
C  -3.71  -1.01  -4.42
C  -1.77  -1.26  -5.77
C  -0.96  -4.80  -5.34
C  -0.67  -3.36  -5.35
H  -4.40  -0.45  -5.07
H  -3.92  -0.77  -3.37
H  -3.89  -2.09  -4.58
H  -2.27  -0.79  -6.64
H  -0.69  -0.99  -5.82
H  -1.03  -5.21  -6.36
H  -1.89  -5.04  -4.80
H  -0.11  -5.28  -4.83
H  0.33  -3.03  -5.70
H  -0.74  -3.15  -4.27

---

No. 2
A structure of composition C8H21BrIOOsP2. Source: the Open Molecules 2025 dataset; level of theory: ωB97M-V/def2-TZVPD.

Gap between HOMO and LUMO (spin up / spin down) (hartree): 0.2155 / 0.2123
Energy above the lowest of the compared OMol25 structures with the same formula, charge and spin (kcal/mol): 59.61
<S²>: 6.0247
Spin multiplicity: 5
E_LUMO (spin up / spin down) (Eh): -0.4882 / -0.5612
DFT total energy (eV): -109837.6359
Total charge: +3

Atoms and positions in Å:
C  -0.67  0.17  -3.09
I  1.67  -0.36  -1.99
H  -0.36  0.53  -4.06
H  -1.12  1.02  -2.50
H  -1.32  -0.72  -3.25
Os  -0.60  -0.08  -0.85
P  0.26  1.99  0.17
C  -1.28  3.01  0.15
C  0.93  2.13  1.84
H  1.28  3.15  1.97
H  1.37  3.90  -0.67
H  1.77  1.45  2.00
H  2.49  2.51  -0.56
H  -1.70  3.09  1.15
H  0.18  1.93  2.62
C  1.50  2.83  -0.87
H  -0.98  4.01  -0.23
H  1.38  2.64  -1.94
H  -2.01  2.55  -0.53
P  0.20  -1.98  0.52
C  -1.31  -3.01  0.66
C  1.50  -3.06  -0.28
H  1.70  -1.19  2.31
H  1.22  -2.88  2.50
H  0.12  -1.59  2.99
C  0.86  -1.88  2.24
H  2.47  -2.61  -0.09
H  1.46  -4.04  0.19
H  -0.97  -4.02  0.43
H  -2.07  -2.69  -0.06
H  1.38  -3.17  -1.36
H  -1.73  -2.98  1.67
C  -2.45  -0.33  -1.22
O  -3.58  -0.44  -1.51
Br  -1.61  0.12  1.62

---

No. 3
A cluster of 2 separate species, C8H21Cl2NO3P2 in total. Source: the Open Molecules 2025 dataset; level of theory: ωB97M-V/def2-TZVPD.

Gap between HOMO and LUMO (hartree): 0.3427
SMILES: CCOCCOP(CCCN)[PH2]=O.ClCCl
E_LUMO (Eh): 0.0221
DFT total energy (eV): -59890.7226

Atoms and positions in Å:
C  3.22  -0.16  2.36
C  3.49  1.11  1.57
O  2.32  1.91  1.50
C  1.86  2.22  0.20
C  0.94  1.14  -0.36
O  -0.45  1.46  -0.25
P  -1.06  1.51  1.30
C  -1.11  -0.25  1.87
C  -1.74  -1.40  1.07
C  -1.24  -1.62  -0.36
N  -1.98  -0.87  -1.38
P  -3.19  1.86  0.90
O  -3.82  2.41  2.12
H  4.14  -0.67  2.62
H  2.68  0.10  3.27
H  2.58  -0.85  1.80
H  3.85  0.87  0.57
H  4.25  1.69  2.10
H  2.70  2.38  -0.47
H  1.30  3.15  0.29
H  1.12  0.97  -1.42
H  1.17  0.20  0.16
H  -1.65  -0.14  2.81
H  -0.08  -0.48  2.14
H  -2.83  -1.32  1.05
H  -1.52  -2.31  1.63
H  -1.35  -2.68  -0.59
H  -0.17  -1.41  -0.43
H  -1.37  -0.26  -1.90
H  -2.73  -0.33  -0.97
H  -3.20  2.71  -0.23
H  -3.84  0.69  0.44
C  -0.46  -2.31  -4.83
Cl  -1.32  -3.62  -4.02
Cl  0.32  -1.21  -3.69
H  0.32  -2.75  -5.46
H  -1.16  -1.74  -5.42

---

No. 4
A cluster of 2 separate species, C8H21ClN2Si in total. Source: the Open Molecules 2025 dataset; level of theory: ωB97M-V/def2-TZVPD.

Gap between HOMO and LUMO (spin up / spin down) (hartree): 0.2306 / 0.2186
Energy above the lowest of the compared OMol25 structures with the same formula, charge and spin (kcal/mol): 25.87
<S²>: 2.0067
Spin multiplicity: 3
E_LUMO (spin up / spin down) (Eh): 0.0300 / -0.1114
DFT total energy (eV): -32011.3858

Atoms and positions in Å:
C  1.16  -3.15  0.75
C  -3.55  0.18  0.43
C  1.79  2.92  -0.01
C  -0.27  1.92  -1.08
C  0.29  1.68  1.32
C  1.45  -2.46  -0.56
C  -3.31  -1.23  0.00
C  0.91  1.70  -0.14
N  0.78  -1.18  -0.79
N  -2.21  -1.58  -0.49
Si  1.89  0.13  -0.68
Cl  3.44  -0.16  0.56
H  1.28  -2.35  1.39
H  0.05  -3.46  0.96
H  1.82  -4.04  0.77
H  -3.01  0.26  1.48
H  -2.85  0.79  -0.18
H  -4.56  0.39  0.42
H  1.32  3.72  -0.30
H  2.24  2.94  1.00
H  2.66  2.90  -0.75
H  -0.64  2.96  -1.00
H  -1.21  1.47  -0.96
H  0.07  1.69  -2.20
H  0.00  2.64  1.74
H  -0.49  1.00  1.55
H  1.01  1.26  1.93
H  2.47  -2.35  -0.69
H  1.11  -3.07  -1.36
H  2.71  0.16  -2.06
H  -4.04  -2.08  0.48
H  -0.19  -1.02  -0.95
H  -2.11  -2.58  -0.55

---

No. 5
A structure of composition C8H21CoFIOP2. Source: the Open Molecules 2025 dataset; level of theory: ωB97M-V/def2-TZVPD.

Gap between HOMO and LUMO (spin up / spin down) (hartree): 0.2425 / 0.1171
Energy above the lowest of the compared OMol25 structures with the same formula, charge and spin (kcal/mol): 0.00
<S²>: 6.0300
Spin multiplicity: 5
E_LUMO (spin up / spin down) (Eh): -0.3161 / -0.4372
DFT total energy (eV): -77682.5113
Total charge: +2

Atoms and positions in Å:
C  1.46  -2.32  -0.38
I  0.33  -2.55  -2.26
H  1.10  -3.35  -0.11
H  1.50  -1.93  0.66
H  2.44  -1.98  -0.83
Co  -0.59  2.16  0.48
P  -1.31  -1.13  1.11
C  -2.30  -0.55  2.53
C  -2.74  -1.92  0.20
H  -3.28  -2.71  0.74
H  -1.63  -3.35  2.16
H  -2.40  -2.29  -0.77
H  -0.04  -3.31  1.44
H  -3.03  0.20  2.23
H  -3.44  -1.11  0.02
C  -0.76  -2.70  1.99
H  -2.83  -1.38  3.04
H  -0.29  -2.48  2.96
H  -1.64  -0.06  3.27
P  1.11  1.38  -1.23
C  1.62  2.95  -0.64
C  2.63  0.57  -1.74
H  -0.26  0.77  -3.15
H  1.12  1.89  -3.52
H  -0.33  2.55  -2.67
C  0.30  1.66  -2.82
H  2.54  -0.41  -2.21
H  3.09  1.22  -2.50
H  2.42  3.24  -1.28
H  1.93  3.00  0.41
H  3.28  0.50  -0.85
H  0.70  3.88  -0.76
C  -0.31  2.46  2.15
O  -0.17  2.64  3.27
F  -0.22  4.47  -0.97

---

No. 6
A structure of composition C8H21GaNO4P2. Source: the Open Molecules 2025 dataset; level of theory: ωB97M-V/def2-TZVPD.

Gap between HOMO and LUMO (hartree): 0.2582
E_LUMO (Eh): 0.0908
DFT total energy (eV): -89267.5913
Total charge: -1

Atoms and positions in Å:
C  3.58  2.40  0.54
C  2.82  1.46  -0.57
O  2.07  2.11  -1.50
N  2.91  -0.04  -0.71
C  4.36  -0.30  -1.16
C  2.75  -0.77  0.61
C  1.35  -1.61  0.78
C  0.24  -1.36  -0.40
C  -1.02  -2.41  -0.06
Ga  -2.89  -1.55  -0.25
C  -3.16  -0.43  -1.96
P  -3.48  -0.39  1.74
P  -4.50  1.49  1.29
O  -5.73  1.60  2.32
O  -5.04  1.65  -0.35
O  -3.38  2.78  1.78
H  2.76  2.83  1.28
H  4.18  3.31  0.10
H  4.33  1.79  1.24
H  5.14  0.14  -0.40
H  4.58  0.20  -2.21
H  4.60  -1.44  -1.28
H  3.63  -1.57  0.67
H  2.87  -0.10  1.57
H  1.57  -2.76  0.87
H  0.85  -1.24  1.80
H  -0.13  -0.25  -0.51
H  0.65  -1.72  -1.45
H  -0.89  -2.71  1.09
H  -1.00  -3.37  -0.75
H  -3.95  -2.78  -0.34
H  -2.64  0.62  -1.96
H  -4.33  -0.35  -2.16
H  -2.73  -1.08  -2.86
H  -2.27  -0.02  2.48
H  -4.31  2.17  -0.84
H  -3.78  3.68  1.55

---

No. 7
A structure of composition C8H21I2OP2Y. Source: the Open Molecules 2025 dataset; level of theory: ωB97M-V/def2-TZVPD.

Gap between HOMO and LUMO (spin up / spin down) (hartree): 0.2464 / 0.1923
Energy above the lowest of the compared OMol25 structures with the same formula, charge and spin (kcal/mol): 22.58
E_LUMO (spin up / spin down) (Eh): -0.3308 / -0.3892
DFT total energy (eV): -46489.3847
Total charge: +2

Atoms and positions in Å:
I  0.39  -2.93  -3.62
I  -2.05  -2.83  0.75
Y  -0.51  -0.63  0.26
P  1.96  -1.22  1.25
C  2.53  -2.76  0.48
C  3.40  -0.12  1.17
H  4.20  -0.49  1.84
H  2.76  -1.79  3.45
H  3.10  0.89  1.48
H  1.35  -0.66  3.52
H  2.78  -2.49  -0.55
H  3.73  -0.10  0.13
C  1.76  -1.55  3.03
H  3.40  -3.12  1.04
H  1.07  -2.40  3.16
H  1.70  -3.47  0.49
P  -2.11  1.14  -1.09
C  -2.76  0.31  -2.56
C  -3.52  1.51  -0.01
H  -1.01  3.28  -0.89
H  -2.44  3.36  -1.99
H  -0.90  2.59  -2.54
C  -1.57  2.76  -1.69
H  -3.15  1.95  0.93
H  -4.17  2.24  -0.54
H  -3.57  0.92  -2.97
H  -3.10  -0.69  -2.27
H  -4.06  0.58  0.21
H  -1.91  0.23  -3.25
C  0.72  -0.48  -1.73
O  1.42  -0.15  -2.62
C  0.05  1.31  1.24
H  0.62  1.15  2.17
H  -0.82  1.99  1.34
H  0.72  1.64  0.41